# 1
Entry from the OMol25 dataset: C38H40N8O5RhS4 as an isolated structure (the ωB97M-V functional and the def2-TZVPD basis).

As for the lowest unoccupied orbital energy (spin up / spin down): -2.0 / -5.2 eV. Its gap between HOMO and LUMO (spin up / spin down) is 8.5 / 5.3 eV. As for the total energy: -108553.9012 eV. The largest force on an atom is 0.64 eV/Å.

Geometry as ORCA input:
```
! RIJCOSX wB97M-V def2-TZVPD def2/J DEFGRID3
* xyz 1 5
Rh -1.0037 0.5203 0.1216
N -6.2300 -5.3214 -2.4738
C -5.0661 -4.5856 -2.3928
C -4.9749 -3.3288 -3.0031
C -3.8267 -2.5689 -2.8768
C -2.7453 -3.0693 -2.1564
C -2.8095 -4.3304 -1.5681
C -3.9666 -5.0733 -1.6742
S -1.2703 -2.1398 -2.0559
O -1.4461 -0.9921 -2.9013
O -0.1535 -3.0102 -2.2416
N -1.2197 -1.5173 -0.5167
C -0.6084 -2.1832 0.5312
N -0.1611 -1.2917 1.4347
C 0.4742 -1.7562 2.5103
C 0.6622 -3.1068 2.6940
C 0.1151 -3.9436 1.7284
N -0.5326 -3.5029 0.6522
H -6.8845 -5.0885 -3.1995
H -6.1852 -6.2996 -2.2485
H -5.8107 -2.9589 -3.5886
H -3.7405 -1.6039 -3.3620
H -1.9475 -4.7141 -1.0350
H -4.0218 -6.0569 -1.2218
H 0.8260 -1.0219 3.2257
H 1.1898 -3.4912 3.5531
H 0.1906 -5.0206 1.8268
O 0.1145 1.8598 1.0748
C -0.4758 3.0903 1.4982
C -1.7590 2.7519 2.2567
C -2.2276 1.5012 2.5313
C -3.4387 1.4945 3.2849
C -3.8515 2.7559 3.5750
S -2.7883 3.9369 2.9354
C -0.7274 3.8651 0.2215
C -1.8909 4.0936 -0.4507
C -1.6808 4.7601 -1.6941
C -0.3615 5.0048 -1.9325
S 0.6285 4.4490 -0.6625
C 0.5068 3.8386 2.3903
C 0.4876 5.1483 2.7467
C 1.5422 5.4896 3.6457
C 2.3333 4.4263 3.9411
S 1.8089 3.0092 3.1454
H -1.6797 0.6041 2.2715
H -3.9411 0.5977 3.6243
H -4.7103 3.0616 4.1550
H -2.8649 3.8102 -0.0723
H -2.4762 5.0543 -2.3657
H 0.0815 5.4998 -2.7850
H -0.2367 5.8612 2.3676
H 1.7061 6.4847 4.0366
H 3.2101 4.4038 4.5710
N -2.9938 0.9508 -0.7522
C -4.0815 0.7169 -0.4143
N -5.2968 0.4582 -0.0385
C -6.1795 1.5083 0.5074
C -6.9117 0.9501 1.7114
O -7.5560 -0.2719 1.4018
C -6.6198 -1.2674 1.0239
C -5.9136 -0.8689 -0.2507
H -6.8909 1.8000 -0.2670
H -5.5756 2.3702 0.7881
H -7.6837 1.6498 2.0214
H -6.2080 0.8064 2.5377
H -7.1703 -2.1919 0.8683
H -5.8885 -1.4189 1.8271
H -6.6391 -0.7856 -1.0621
H -5.1456 -1.5840 -0.5354
C -1.4592 5.5377 -5.9933
C -0.9842 4.1609 -6.4278
N -0.8327 3.2492 -5.2852
C -2.0409 2.5002 -4.9252
C -1.9906 1.0392 -5.3446
C 0.4127 3.1428 -4.7529
O 1.3453 3.7902 -5.2076
C 0.7623 2.2221 -3.5828
C 2.1280 2.0154 -3.3965
C 2.5949 1.3140 -2.2999
C 1.6818 0.8628 -1.3711
N 0.3729 1.0346 -1.5528
C -0.0835 1.6680 -2.6377
H -1.6497 6.1694 -6.8622
H -0.6944 6.0226 -5.3855
H -2.3834 5.4754 -5.4133
H -0.0283 4.2363 -6.9338
H -1.6954 3.7021 -7.1160
H -2.8577 2.9957 -5.4481
H -2.2748 2.6211 -3.8710
H -1.7365 0.9677 -6.4040
H -2.9668 0.5699 -5.1975
H -1.2581 0.4697 -4.7744
H 2.8073 2.4376 -4.1236
H 3.6520 1.1474 -2.1494
H 1.9898 0.3655 -0.4599
H -1.1547 1.7311 -2.6904
*
```

Atomic partial charges in e from the Mulliken method, atoms 1 to 2: 0.230 -0.543

=====

# 2
Entry from the OMol25 dataset: C39H26F12IN6PS2Zr as an isolated structure (the ωB97M-V functional and the def2-TZVPD basis).

As for the lowest unoccupied orbital energy: -6.6 eV. Its gap between HOMO and LUMO is 7.1 eV. As for the total energy: -122745.5417 eV. The largest force on an atom is 0.22 eV/Å.

Geometry as ORCA input:
```
! RIJCOSX wB97M-V def2-TZVPD def2/J DEFGRID3
* xyz 2 1
Zr -0.0815 -0.5605 0.2710
C -1.6417 2.1014 4.9048
C -1.9850 0.7724 4.3519
N -2.8414 -0.0685 4.8324
N -2.8188 -1.1304 3.9775
C -1.9632 -0.9790 2.9805
S -1.5581 -2.0697 1.7341
N -1.4213 0.2388 3.2014
N -0.4017 0.7694 2.4097
H -2.2189 2.2590 5.8119
H -1.8846 2.8925 4.1932
H -0.5800 2.1678 5.1506
H -3.3952 -1.9387 4.1648
H -0.7393 1.6338 1.9796
H 0.4084 0.9599 2.9978
S 0.0777 -5.0774 -0.6361
C 0.4265 -3.5639 -0.4787
N 0.6856 -2.3982 -0.3218
F 7.8923 -3.9770 -0.0902
C 7.3826 -3.0791 -0.9419
F 8.3227 -2.1514 -1.1675
F 7.1312 -3.6993 -2.0991
C 6.1377 -2.4394 -0.3695
C 6.1300 -2.0783 0.9730
C 5.0120 -1.4718 1.5105
C 3.9016 -1.2193 0.7021
C 3.9138 -1.5925 -0.6372
C 5.0386 -2.2018 -1.1761
P 2.4417 -0.4410 1.4218
C 2.8719 1.1910 2.0807
C 3.7168 1.3841 3.1730
C 4.0090 2.6672 3.6094
C 3.4596 3.7591 2.9537
C 2.6240 3.5856 1.8588
C 2.3314 2.3030 1.4272
C 3.7229 5.1643 3.4477
F 2.6469 5.6206 4.1143
F 4.7687 5.2135 4.2715
F 3.9473 5.9976 2.4274
C 1.9948 -1.4983 2.8389
C 1.5275 -0.9908 4.0554
C 0.9051 -1.8239 4.9664
C 0.7498 -3.1731 4.6685
C 1.3051 -3.7104 3.5196
C 1.9291 -2.8726 2.6074
C -0.0732 -4.0143 5.6123
F -1.3553 -3.5645 5.6055
F -0.0998 -5.2965 5.2614
F 0.3663 -3.9207 6.8679
H 6.9924 -2.2838 1.5929
H 5.0047 -1.2133 2.5616
H 3.0430 -1.4356 -1.2572
H 5.0543 -2.5018 -2.2145
H 4.1473 0.5379 3.6931
H 4.6661 2.8201 4.4545
H 2.2175 4.4477 1.3464
H 1.6855 2.1696 0.5630
H 1.6774 0.0516 4.3162
H 0.5396 -1.4332 5.9088
H 1.2274 -4.7707 3.3218
H 2.3386 -3.2903 1.6968
F -6.6558 6.4757 -1.4317
C -5.4814 6.7386 -0.8519
F -4.8558 7.6694 -1.5872
F -5.7274 7.2804 0.3519
C -4.6270 5.5020 -0.7119
C -3.3745 5.6344 -0.1231
C -2.5731 4.5222 0.0352
C -3.0183 3.2699 -0.4024
C -4.2719 3.1508 -1.0012
C -5.0772 4.2683 -1.1518
C -2.1893 2.1158 -0.2193
C -1.4726 1.1405 -0.0495
H -3.0348 6.6069 0.2081
H -1.5946 4.6165 0.4881
H -4.6145 2.1830 -1.3413
H -6.0519 4.1817 -1.6105
I 1.1923 0.7438 -2.3377
C -0.5318 -0.3413 -2.8421
C -0.9863 -0.4215 -4.1394
C -2.1273 -1.1827 -4.3593
C -2.7420 -1.8178 -3.2910
C -2.2058 -1.6726 -2.0267
N -1.1088 -0.9351 -1.8053
H -0.4744 0.0839 -4.9451
H -2.5257 -1.2776 -5.3606
H -3.6265 -2.4218 -3.4319
H -2.6509 -2.1469 -1.1616
*
```

Atomic partial charges in e from the Mulliken method, atoms 1 to 2: -0.066 -1.354

=====

# 3
Entry from the OMol25 dataset: a 2-piece molecular cluster, C13H27NO3 overall (the ωB97M-V functional and the def2-TZVPD basis).

As for the lowest unoccupied orbital energy: -0.6 eV. Its gap between HOMO and LUMO is 6.3 eV. As for the total energy: -21549.8124 eV. The largest force on an atom is 0.93 eV/Å.

Geometry as ORCA input:
```
! RIJCOSX wB97M-V def2-TZVPD def2/J DEFGRID3
* xyz 0 1
C -1.0304 1.2966 1.8484
C -2.3605 1.3168 1.1051
C -3.2266 0.0784 1.4257
C -2.1562 1.5831 -0.3982
C -0.9810 0.8961 -1.1030
C -0.8495 1.4595 -2.5316
C -1.1253 -0.6291 -1.1626
O 0.1586 -1.2926 -1.0172
C 0.1930 -2.4350 -0.2863
C 1.2142 -3.4357 -0.8502
C 2.5855 -3.0038 -0.2611
C 2.2676 -1.9272 0.7952
N 0.8162 -2.1233 1.0761
H -0.4127 0.4569 1.5153
H -0.4509 2.2154 1.6932
H -1.1965 1.1812 2.9274
H -2.9245 2.1772 1.4876
H -3.7647 0.2206 2.3672
H -3.9862 -0.0852 0.6504
H -2.6275 -0.8354 1.5164
H -3.0912 1.3733 -0.9366
H -1.9837 2.6605 -0.5087
H -0.0411 1.1180 -0.5884
H -0.2394 0.8062 -3.1619
H -0.4309 2.4656 -2.5208
H -1.8452 1.5103 -2.9917
H -1.4961 -0.9269 -2.1510
H -1.8296 -1.0218 -0.4235
H -0.7848 -2.9029 -0.1198
H 1.1877 -3.3074 -1.9306
H 0.9632 -4.4612 -0.5673
H 3.2043 -2.6163 -1.0697
H 3.1177 -3.8237 0.2206
H 2.4518 -0.9027 0.4746
H 2.8503 -2.0624 1.7047
H 0.3655 -1.3465 1.5648
H 0.6923 -2.9417 1.6715
C 2.5700 2.8622 -0.5482
C 2.1813 2.5981 0.9241
O 2.8391 1.7255 1.5372
O 1.2142 3.2665 1.3538
H 3.4098 2.2393 -0.8581
H 1.7139 2.6619 -1.1986
H 2.8383 3.9116 -0.6747
*
```

Atomic partial charges in e from the natural (NBO) method, atoms 1 to 2: -0.612 -0.227

=====

# 4
Entry from the OMol25 dataset: C3H4N2O3 as an isolated structure (the ωB97M-V functional and the def2-TZVPD basis).

As for the lowest unoccupied orbital energy: 0.4 eV. Its gap between HOMO and LUMO is 10.2 eV. As for the total energy: -12294.1648 eV. The largest force on an atom is 5.02 eV/Å.

Geometry as ORCA input:
```
! RIJCOSX wB97M-V def2-TZVPD def2/J DEFGRID3
* xyz 0 1
C 1.0353 -0.4422 -0.0582
C -1.0675 -1.3824 0.2203
C -1.1431 0.1139 -0.1168
H -0.1684 2.2964 0.3744
H 2.4406 0.7859 0.5043
H -1.9056 -2.4280 -0.2613
H -1.2130 -1.4058 1.4405
N 0.1703 0.5961 -0.3937
N 2.3311 -0.2909 0.1842
O 0.5992 1.8243 0.0429
O 0.2843 -1.5730 -0.2218
O -2.0849 0.8587 0.0710
*
```

Atomic partial charges in e from the natural (NBO) method, atoms 1 to 2: 0.650 -0.161

=====

# 5
Entry from the OMol25 dataset: a 2-piece molecular cluster, C3H9BS3 overall (the ωB97M-V functional and the def2-TZVPD basis).

As for the lowest unoccupied orbital energy (spin up / spin down): -1.2 / -1.6 eV. Its gap between HOMO and LUMO (spin up / spin down) is 6.6 / 5.7 eV. As for the total energy: -36436.3533 eV. The largest force on an atom is 2.62 eV/Å.

Geometry as ORCA input:
```
! RIJCOSX wB97M-V def2-TZVPD def2/J DEFGRID3
* xyz 0 1
B -0.4164 0.1384 0.1313
C -0.4851 2.7244 1.6924
C 2.8544 -2.1130 0.0539
C -2.2687 -0.5697 -1.8424
S -1.3553 1.4941 0.6879
S 2.8584 -0.3971 0.5959
S -0.8765 -1.2274 -0.8544
H 0.5836 2.5504 1.7364
H -0.7603 2.5775 2.6888
H -0.9047 3.7187 1.2689
H 2.1651 -2.1978 -0.8745
H 2.4792 -2.7409 0.7946
H 3.7803 -2.6485 -0.1873
H -2.8069 -0.0478 -1.0874
H -2.8786 -1.3704 -2.1665
H -1.9686 0.1090 -2.6377
*
```

Atomic partial charges in e from the natural (NBO) method, atoms 1 to 2: 0.224 -0.714

=====

# 6
Entry from the OMol25 dataset: one molecule with the formula C4H6BNO2S (the ωB97M-V functional and the def2-TZVPD basis).

As for the lowest unoccupied orbital energy (spin up / spin down): -0.1 / -0.1 eV. Its gap between HOMO and LUMO (spin up / spin down) is 7.6 / 7.6 eV. As for the total energy: -21342.0988 eV. The largest force on an atom is 3.86 eV/Å.

Geometry as ORCA input:
```
! RIJCOSX wB97M-V def2-TZVPD def2/J DEFGRID3
* xyz 0 1
B 1.1135 -2.3602 1.0058
C 0.1555 0.9148 -0.9997
C 0.6591 -1.0071 0.3879
C -0.8858 1.6188 -0.2776
C -1.5066 2.6879 -1.0618
N 0.7573 -0.1036 -0.4115
O 2.1705 -2.9949 0.3581
O 0.3459 -2.8319 2.0134
S -1.1990 1.1096 1.2579
H 0.6159 1.3210 -1.8905
H -0.7844 3.2143 -1.5953
H -2.2375 2.3716 -1.8421
H -1.9426 3.4729 -0.2933
H 2.2550 -3.8508 0.7234
H 0.4834 -3.5623 2.6251
*
```

Atomic partial charges in e from the natural (NBO) method, atoms 1 to 2: 1.004 -0.223

=====

# 7
Entry from the OMol25 dataset: one molecule with the formula C6H6 (the ωB97M-V functional and the def2-TZVPD basis).

As for the lowest unoccupied orbital energy: -0.3 eV. Its gap between HOMO and LUMO is 9.2 eV. As for the total energy: -6313.5365 eV. The largest force on an atom is 0.63 eV/Å.

Geometry as ORCA input:
```
! RIJCOSX wB97M-V def2-TZVPD def2/J DEFGRID3
* xyz 0 1
C 1.0091 -0.6765 -1.0083
C 0.9910 0.1286 0.2860
C 0.0608 2.2482 0.2752
C -0.2780 0.9897 0.4075
C -1.5555 0.4017 0.6330
C -2.6149 -0.1303 0.8513
H 1.8723 -1.3498 -1.0284
H 0.1017 -1.2787 -1.1159
H 1.0751 -0.0028 -1.8674
H 1.8750 0.7767 0.3391
H 1.0190 -0.5153 1.1711
H -3.5556 -0.5917 1.0568
*
```

Atomic partial charges in e from the natural (NBO) method, atoms 1 to 2: -0.608 -0.372

=====

# 8
Entry from the OMol25 dataset: C11H14I2O as an isolated structure (the ωB97M-V functional and the def2-TZVPD basis).

As for the lowest unoccupied orbital energy: 0.0 eV. Its gap between HOMO and LUMO is 7.8 eV. As for the total energy: -29879.9476 eV. The largest force on an atom is 7.44 eV/Å.

Geometry as ORCA input:
```
! RIJCOSX wB97M-V def2-TZVPD def2/J DEFGRID3
* xyz 0 1
C -1.7517 0.0112 0.3327
C -3.2199 -0.0904 -0.2236
C 0.2880 -1.2657 1.2573
C -0.1365 -1.1714 -1.2054
C 2.0686 -0.4207 -0.2918
C 1.0783 1.3132 1.3178
C 0.2927 1.3376 -1.1303
C -0.8599 -1.1029 0.1777
C 1.4727 -0.2280 1.1246
C 0.9539 -0.1067 -1.3049
C -0.0112 1.7236 0.3435
O -1.3760 1.2985 0.6358
I -4.3657 1.6536 -0.0350
I -4.3195 -1.9520 -0.5350
H -0.0814 -1.2685 2.2604
H 0.8335 -2.2899 1.0913
H 0.2835 -2.1295 -1.2424
H -0.9845 -0.9538 -1.9781
H 2.9334 0.1997 -0.4499
H 2.1277 -1.4807 -0.5835
H 0.5770 1.4747 2.3851
H 1.9730 1.8856 1.1206
H 0.9827 2.0224 -1.6090
H -0.7419 1.2173 -1.5878
H -1.3751 -2.0991 0.1635
H 2.0679 -0.5065 1.9175
H 1.4233 0.0676 -2.2925
H -0.1329 2.8609 0.3417
*
```

Atomic partial charges in e from the natural (NBO) method, atoms 1 to 2: 0.360 -0.541